No. 1
Here is an isolated molecule of C21H19N5O2 from the OMol25 dataset. Energies are from ωB97M-V with the def2-TZVPD basis set.

```
47
Properties=species:S:1:pos:R:3
O -2.757 1.600 -1.984
C -2.464 2.092 -0.902
N -1.215 1.895 -0.364
C -0.198 1.117 -0.920
N 0.835 1.085 -0.117
C 0.446 1.852 0.943
N -0.761 2.364 0.846
N 1.240 2.019 2.020
H 0.970 2.753 2.652
C 2.627 1.606 1.968
C 2.732 0.112 1.786
C 3.540 -0.436 0.801
C 3.633 -1.809 0.651
C 2.916 -2.649 1.485
C 2.102 -2.109 2.467
C 2.012 -0.737 2.617
H 1.372 -0.316 3.378
H 1.537 -2.759 3.119
H 2.986 -3.720 1.365
H 4.261 -2.225 -0.123
H 4.096 0.216 0.143
H 3.093 1.894 2.914
H 3.156 2.109 1.148
N -0.293 0.561 -2.127
H -1.220 0.586 -2.543
C 0.667 -0.434 -2.561
C 0.236 -1.821 -2.153
C 0.335 -2.202 -0.820
C -0.092 -3.454 -0.420
C -0.620 -4.338 -1.346
C -0.724 -3.963 -2.675
C -0.302 -2.707 -3.076
H -0.387 -2.416 -4.113
H -1.138 -4.649 -3.400
H -0.951 -5.318 -1.034
H -0.009 -3.741 0.618
H 0.749 -1.509 -0.104
H 1.619 -0.184 -2.088
H 0.760 -0.361 -3.647
C -3.393 2.902 -0.123
C -3.306 3.544 1.092
C -4.552 4.165 1.294
C -5.306 3.859 0.196
O -4.621 3.103 -0.657
H -6.312 4.119 -0.073
H -4.850 4.756 2.136
H -2.448 3.550 1.730
```

Computed properties:
maximum force = 0.026 Eh/bohr
energy relative to the best compared isomer or geometry (same formula, charge and spin) = 0.422 eV
SMILES string = O=C(c1ccco1)n1nc(NCc2ccccc2)nc1NCc1ccccc1
highest occupied orbital energy = -8.0 eV
LUMO = 0.41 eV
2S+1 = 1
calculated total energy = -1235.91917 a.u.



No. 2
Here is a structure of composition C23H17BrFN5O6SW from the OMol25 dataset. Energies are from ωB97M-V with the def2-TZVPD basis set.

```
55
Properties=species:S:1:pos:R:3
W -0.914 -0.064 0.118
N -6.969 4.881 3.031
C -5.871 4.236 2.624
C -5.956 3.251 1.605
C -4.839 2.595 1.183
C -3.597 2.910 1.767
C -3.488 3.881 2.782
C -4.612 4.529 3.202
S -2.206 2.130 1.263
O -0.994 2.773 1.662
O -2.300 1.695 -0.180
N -2.159 0.491 1.654
C -1.555 -0.224 2.679
N -1.040 -1.286 2.028
C -0.265 -2.117 2.737
C -0.132 -1.924 4.095
C -0.752 -0.813 4.658
N -1.457 0.074 3.940
H -7.867 4.696 2.619
H -6.923 5.591 3.741
H -6.917 3.034 1.156
H -4.902 1.854 0.397
H -2.523 4.116 3.211
H -4.544 5.282 3.976
H 0.222 -2.922 2.200
H 0.454 -2.600 4.698
H -0.656 -0.595 5.714
O 2.499 1.487 1.489
C 1.616 1.189 0.781
O 0.696 0.183 1.058
C 1.207 1.809 -0.564
O 1.752 2.698 -1.107
O 0.096 1.160 -1.000
F 1.142 -5.416 -2.163
C 0.657 -4.300 -1.646
C 1.257 -3.094 -1.973
C 0.733 -1.930 -1.446
C -0.363 -1.961 -0.562
C -0.929 -3.202 -0.250
C -0.432 -4.372 -0.791
H 2.116 -3.080 -2.630
H 1.210 -0.997 -1.722
H -1.769 -3.266 0.428
H -0.869 -5.334 -0.557
Br -3.807 -1.366 -0.301
C -3.120 -0.784 -1.961
C -3.854 -0.947 -3.112
C -3.283 -0.524 -4.303
C -2.014 0.035 -4.277
C -1.357 0.165 -3.073
N -1.904 -0.242 -1.914
H -4.836 -1.395 -3.068
H -3.824 -0.634 -5.234
H -1.530 0.379 -5.179
H -0.379 0.615 -3.015
```

Computed properties:
maximum force = 0.016 Eh/bohr
energy relative to the best compared isomer or geometry (same formula, charge and spin) = 0.052 eV
highest occupied orbital energy = -13.9 eV
LUMO = -8.08 eV
total charge = +2
2S+1 = 1
calculated total energy = -4750.52090 a.u.



No. 3
Here is a cluster of 6 separate species, C34H55ClF5N3O13P in total from the OMol25 dataset. Energies are from ωB97M-V with the def2-TZVPD basis set.

```
112
Properties=species:S:1:pos:R:3
N 5.167 -3.197 -0.953
C 5.447 -2.255 0.180
C 4.177 -1.433 0.676
C 3.635 -0.167 -0.010
C 4.376 0.333 -1.327
C 5.127 1.732 -1.005
O 6.567 1.607 -0.919
N 2.474 0.432 0.671
C 1.726 1.659 0.342
F 2.125 2.303 -0.854
F 2.019 2.597 1.411
C 0.146 1.518 0.311
C -0.651 2.871 0.165
C -2.192 2.974 0.140
C -3.013 1.667 0.252
C -2.237 0.304 0.381
C -3.191 -0.993 0.516
F -2.545 -2.201 0.180
F -4.327 -0.706 -0.312
F -3.683 -0.969 1.864
C -0.673 0.211 0.398
C 2.303 -0.494 1.793
Cl 1.091 -0.398 3.127
N 3.268 -1.582 1.817
P 3.326 -2.879 3.044
O 4.589 -3.985 2.743
O 1.869 -3.792 2.787
H 5.421 -4.165 -0.718
H 4.205 -3.111 -1.299
H 6.031 -2.785 1.016
H 6.188 -1.472 -0.249
H 5.160 -0.391 -1.739
H 3.637 0.535 -2.184
H 4.898 2.484 -1.847
H 4.723 2.211 -0.038
H 6.891 2.066 -0.115
H -0.066 3.858 0.065
H -2.707 4.000 0.047
H -4.166 1.680 0.250
H -0.150 -0.793 0.498
H 4.267 -4.807 2.305
H 1.754 -3.873 1.807
O 6.984 3.738 -3.601
C 6.527 4.818 -3.303
O 5.330 4.892 -2.684
C 4.780 6.094 -2.122
C 4.056 6.906 -3.177
C 7.228 6.088 -3.691
H 5.548 6.671 -1.601
H 4.063 5.776 -1.361
H 4.733 7.233 -3.969
H 3.592 7.789 -2.732
H 3.279 6.303 -3.655
H 6.976 6.335 -4.724
H 8.305 5.924 -3.613
H 7.001 6.933 -3.046
O 4.979 -2.541 -3.438
C 5.851 -2.772 -4.248
O 5.604 -2.620 -5.561
C 6.608 -2.685 -6.588
C 6.863 -4.119 -7.009
C 7.183 -3.314 -3.815
H 7.519 -2.169 -6.278
H 6.211 -2.127 -7.439
H 7.246 -4.719 -6.181
H 7.585 -4.156 -7.827
H 5.933 -4.590 -7.337
H 7.104 -4.395 -3.684
H 7.448 -2.854 -2.861
H 7.996 -3.087 -4.500
O -8.766 0.449 6.564
C -7.887 0.239 5.758
O -8.131 0.396 4.442
C -7.122 0.355 3.425
C -6.841 -1.072 2.998
C -6.548 -0.282 6.195
H -6.221 0.885 3.743
H -7.522 0.911 2.573
H -6.453 -1.670 3.825
H -6.112 -1.094 2.184
H -7.760 -1.557 2.660
H -6.608 -1.365 6.318
H -6.296 0.176 7.153
H -5.735 -0.035 5.515
O -5.311 -3.688 7.176
C -4.433 -3.898 6.369
O -4.677 -3.742 5.051
C -3.665 -3.785 4.034
C -3.385 -5.212 3.607
C -3.095 -4.421 6.806
H -2.764 -3.255 4.353
H -4.064 -3.229 3.181
H -2.998 -5.810 4.435
H -2.655 -5.234 2.794
H -4.304 -5.696 3.269
H -3.157 -5.503 6.930
H -2.843 -3.962 7.764
H -2.282 -4.176 6.126
O -6.648 4.017 -0.066
C -7.261 3.424 -0.927
O -7.026 2.114 -1.133
C -7.814 1.272 -1.990
C -7.349 1.372 -3.429
C -8.216 4.147 -1.832
H -8.880 1.483 -1.875
H -7.663 0.249 -1.636
H -7.468 2.385 -3.820
H -7.915 0.688 -4.065
H -6.287 1.126 -3.504
H -7.655 4.617 -2.641
H -8.725 4.918 -1.250
H -8.996 3.513 -2.247
```

Computed properties:
maximum force = 0.119 Eh/bohr
highest occupied orbital energy = -10.9 eV
LUMO = -4.17 eV
total charge = +1
2S+1 = 1
calculated total energy = -3771.33164 a.u.



No. 4
Here is an isolated molecule of C16H23N5O from the OMol25 dataset. Energies are from ωB97M-V with the def2-TZVPD basis set.

```
45
Properties=species:S:1:pos:R:3
C -1.837 -2.956 0.049
C -2.152 -2.387 -1.329
C -2.284 -0.863 -1.368
C -3.521 -0.306 -0.652
C -3.284 0.099 0.812
N -2.320 1.160 0.962
C -2.557 2.451 0.572
N -3.651 3.090 0.463
H -4.476 2.543 0.676
N -1.399 3.168 0.328
N -0.214 2.565 0.252
C 0.838 3.231 -0.033
C 2.121 2.601 -0.131
C 3.304 3.231 -0.439
N 4.327 2.332 -0.460
C 3.836 1.088 -0.166
C 4.474 -0.138 -0.070
C 3.716 -1.248 0.246
C 2.336 -1.140 0.468
C 1.698 0.088 0.372
C 2.444 1.213 0.051
H 0.640 0.155 0.552
O 1.525 -2.198 0.787
C 2.092 -3.479 0.895
H 1.267 -4.144 1.149
H 2.538 -3.805 -0.050
H 2.846 -3.523 1.688
H 4.207 -2.205 0.322
H 5.537 -0.231 -0.236
H 5.289 2.547 -0.660
H 3.479 4.270 -0.646
H 0.802 4.311 -0.222
H -1.515 4.157 0.119
H -1.348 0.901 0.848
H -2.925 -0.747 1.399
H -4.234 0.431 1.245
H -4.327 -1.042 -0.686
H -3.865 0.586 -1.181
H -2.335 -0.565 -2.418
H -1.378 -0.415 -0.955
H -3.075 -2.835 -1.707
H -1.347 -2.671 -2.012
H -0.947 -2.487 0.460
H -1.655 -4.027 -0.027
H -2.668 -2.808 0.734
```

Computed properties:
maximum force = 0.016 Eh/bohr
energy relative to the best compared isomer or geometry (same formula, charge and spin) = 0.000 eV
SMILES string = [H]/N=C(\NCCCCC)N/N=C/c1c[nH]c2ccc(OC)cc12
highest occupied orbital energy = -7.4 eV
LUMO = 0.72 eV
2S+1 = 1
calculated total energy = -972.48466 a.u.